(1)
C2H7N3O | ωB97M-V with the def2-TZVPD basis set

The geometry in XYZ format:
```
13
Properties=species:S:1:pos:R:3:forces:R:3
C 1.9421 1.2243 0.2316 0.1 -0.3 -0.5
N 0.6231 0.6374 0.2242 -0.2 0.2 0.9
C 0.3201 -0.5381 -0.2399 -0.6 0.4 -0.1
O 0.7274 -1.4363 -0.9317 -0.1 0.0 0.2
N -1.2063 -0.5564 0.3875 1.0 0.5 -0.3
N -2.1877 -0.5776 -0.6509 0.2 0.0 0.2
H 2.2666 1.3984 1.2608 0.0 0.0 -0.1
H 1.9293 2.1745 -0.3077 0.0 0.0 0.1
H 2.6656 0.5656 -0.2560 0.1 0.1 0.0
H -1.2709 -1.3416 1.0399 -0.1 0.2 0.0
H -0.7352 0.5146 0.7665 -0.4 -1.1 -0.5
H -3.1080 -0.7154 -0.2475 0.1 -0.1 0.0
H -1.9661 -1.3495 -1.2769 0.0 0.0 0.1
```
Positions in Å, forces in eV/Å.

Values from the calculation:
SMILES string: C/N=C(\[O-])[NH2+]N
HOMO: -9.09 eV
LUMO energy: 0.029 hartree
Frontier orbital gap: 9.9 eV

(2)
C2H7N3O | ωB97M-V with the def2-TZVPD basis set

The geometry in XYZ format:
```
13
Properties=species:S:1:pos:R:3:forces:R:3
C 0.3191 -0.5735 -1.6858 1.6 -1.0 -3.4
C -0.0156 -0.2672 -0.2721 1.5 3.9 1.0
N -0.5340 -1.2082 0.3695 0.0 -3.2 -3.4
O -0.6721 -1.1933 1.6424 0.1 3.4 5.1
N 0.4367 1.1062 0.1528 -0.1 -1.9 -2.0
N -0.0620 1.8361 1.3481 0.7 -1.8 -2.5
H 0.0113 -1.6957 -1.7332 0.3 2.2 -0.7
H -0.1647 0.1480 -2.5235 0.7 -1.9 2.1
H 1.5400 -0.5947 -2.0499 -3.3 0.3 1.7
H -0.9302 -1.9738 2.1228 -0.3 -1.0 -1.2
H 0.4854 1.5881 -0.7762 -0.2 0.4 1.9
H 0.5702 1.4154 2.0350 -0.9 0.3 0.3
H -0.9841 1.4127 1.3701 -0.1 0.4 1.2
```
Positions in Å, forces in eV/Å.

Values from the calculation:
SMILES string: C/C(=N/O)NN
HOMO: -8.54 eV
LUMO energy: 0.029 hartree
Frontier orbital gap: 9.3 eV

(3)
C2H7N3O | ωB97M-V with the def2-TZVPD basis set

The geometry in XYZ format:
```
13
Properties=species:S:1:pos:R:3:forces:R:3
C 1.1278 -0.3020 -0.9349 -0.2 0.0 0.2
N 0.7084 -0.1134 0.4389 0.7 -0.2 0.0
N 1.5552 0.7641 1.1431 0.1 0.2 0.1
N -0.5972 0.0645 0.7385 -0.9 0.3 0.3
C -1.5533 -0.2814 -0.0069 0.7 -0.2 -0.5
O -2.8199 -0.1060 0.4485 -0.3 0.1 0.2
H 2.2115 -0.2531 -0.9462 0.0 0.0 0.0
H 0.8097 -1.2878 -1.2742 0.0 0.0 -0.1
H 0.7187 0.4630 -1.6088 0.0 0.0 0.0
H 1.5082 0.5223 2.1295 0.0 0.0 -0.2
H 1.2455 1.7355 1.0491 -0.1 -0.3 0.0
H -1.4614 -0.7302 -1.0024 0.0 0.0 0.2
H -3.4532 -0.4756 -0.1739 0.1 0.0 0.0
```
Positions in Å, forces in eV/Å.

Values from the calculation:
SMILES string: CN(N)/N=C/O
HOMO: -8.13 eV
LUMO energy: 0.027 hartree
Frontier orbital gap: 8.9 eV

(4)
C2H7N3O | ωB97M-V with the def2-TZVPD basis set

The geometry in XYZ format:
```
13
Properties=species:S:1:pos:R:3:forces:R:3
N -1.5823 -0.0942 -0.8560 0.8 0.3 -0.4
C 0.7021 0.2196 -0.2081 0.4 -0.1 0.9
N 0.6440 -0.8453 0.5895 -0.7 0.1 0.0
N 1.8526 0.9291 -0.3319 -0.2 -0.2 -0.1
C -0.5130 0.6710 -0.7988 -0.8 -0.3 -0.1
O -1.9142 -0.7546 1.0841 0.2 0.1 0.1
H -2.7712 -1.1619 0.9213 0.2 0.0 0.1
H -1.3313 -1.0757 -0.9228 0.0 0.0 0.3
H -0.3503 -1.0594 1.0050 0.3 0.1 -0.7
H 2.5665 0.8778 0.3765 -0.1 -0.1 -0.1
H 1.4791 -1.2032 1.0246 0.0 0.1 0.0
H 1.8426 1.7626 -0.8950 0.0 -0.1 0.0
H -0.6245 1.7343 -0.9884 0.0 0.0 0.1
```
Positions in Å, forces in eV/Å.

Values from the calculation:
HOMO (alpha / beta): -7.80 / -7.81 eV
LUMO energy (alpha / beta): 0.005 / 0.005 hartree
Frontier orbital gap (alpha / beta): 7.9 / 7.9 eV

Computed maximum force (eV/A) in order:
1.324, 6.076, 1.014, 0.980
Computed relative energy (zero: lowest compared OMol25 entry of this formula, charge and spin) (kJ/mol) in order:
329.2, 526.8, 317.2, 343.0
Computed energy (eV) in order:
-8702.8653, -8700.8169, -8702.9897, -8702.7216